[1]
87
Properties=species:S:1:pos:R:3:forces:R:3 method="wB97M-V/def2-TZVPD" total_charge=+2 e_lumo_ha="-0.296 / -0.290" orbital_gap_ev="3.417 / 3.797"
Ir 0.05908 -0.61757 0.54017 0.8 0.3 0.9
O 0.57886 -6.21474 0.87385 -0.5 -0.4 -0.3
C 1.62239 -5.67041 1.53776 0.8 0.5 0.6
C 2.59094 -6.44045 2.17916 -0.3 0.0 -0.2
C 3.63960 -5.83089 2.83984 0.0 0.1 0.0
C 3.74618 -4.44782 2.86173 0.1 0.2 0.0
C 2.78156 -3.67208 2.24076 0.1 -0.3 0.1
C 1.71765 -4.27583 1.59533 -0.6 0.0 -0.4
C 0.62719 -3.42820 0.95341 -0.8 -2.3 0.3
O 1.11578 -2.33264 0.33089 0.0 3.1 -0.3
N -0.29820 -2.99396 1.98290 0.9 0.4 1.3
N -1.09987 -1.95317 1.52756 -0.5 -0.3 -1.1
C -1.23357 -0.88614 2.30545 0.1 -0.4 1.1
C -2.39231 -0.00878 2.14531 -0.4 0.5 0.0
Br -2.87363 0.33653 0.32366 -0.2 0.1 0.1
C -3.12736 0.47248 3.15032 0.4 -0.3 -0.5
C -4.26974 1.37517 2.99567 -0.4 0.4 -0.1
C -5.56590 0.94571 3.28047 0.3 0.0 -0.1
C -6.62635 1.82579 3.18134 -0.1 0.2 0.0
C -6.40147 3.15106 2.83154 0.1 -0.1 0.0
C -5.11353 3.58281 2.54632 -0.2 0.1 0.0
C -4.05354 2.69891 2.60614 0.0 -0.3 0.2
H 0.63589 -7.18045 0.87875 0.1 0.2 0.1
H 2.51278 -7.51692 2.14724 0.0 -0.2 0.0
H 4.37470 -6.43733 3.34508 0.1 -0.1 0.0
H 4.57741 -3.97638 3.35959 0.1 0.0 0.1
H 2.83884 -2.59414 2.24723 0.0 0.1 0.0
H 0.10314 -4.08594 0.22356 0.1 0.4 0.0
H -0.80005 -3.72559 2.47681 -0.1 0.2 -0.2
H -0.77886 -0.89567 3.30413 0.0 -0.1 -0.2
H -2.89128 0.15902 4.16225 0.2 -0.1 0.0
H -5.73719 -0.08351 3.55666 0.0 -0.1 0.1
H -7.62879 1.48064 3.38521 -0.1 0.0 0.0
H -7.22613 3.84528 2.78597 -0.1 0.1 0.0
H -4.93299 4.61439 2.28587 0.0 0.1 0.0
H -3.04806 3.03838 2.40133 0.1 0.0 -0.1
S -2.60223 -0.89564 -6.56839 -0.1 -0.5 0.0
C -3.37157 -2.28778 -7.17443 0.4 0.7 0.4
C -3.45360 -3.29331 -6.24427 0.0 -0.2 0.3
C -2.89293 -2.94274 -5.01683 -0.2 -0.2 -0.2
C -2.35148 -1.66180 -5.00819 0.3 0.7 0.0
C -1.56420 -1.03678 -4.01308 -0.1 0.5 -1.2
C -1.25620 -1.68394 -2.78318 0.6 -0.2 1.3
N -0.33265 -1.29707 -1.96379 -0.1 -0.9 -1.0
C 0.43058 -0.17231 -2.26386 -1.7 -0.1 -1.0
C 0.02546 0.66838 -3.39984 0.7 -0.3 0.4
C 1.01791 1.75375 -3.55561 0.0 0.2 -0.3
C 2.36216 2.61096 -2.03175 0.2 0.1 0.2
C 2.18503 2.44646 -0.58029 0.2 0.0 0.3
C 2.79525 2.95834 0.49531 -0.2 -0.3 -0.6
C 2.16029 2.80937 1.77750 -1.2 -0.8 -0.1
C 0.92964 2.11754 1.83172 1.2 1.1 1.3
N 0.28783 1.57704 0.81927 -0.5 -2.6 -1.2
C 0.83733 1.78606 -0.49694 0.1 0.9 0.0
C 2.77664 3.29181 2.95683 0.3 0.3 1.0
C 4.02048 3.90656 3.09332 -0.6 -0.3 -0.3
C 4.35520 4.19164 4.41474 -0.1 0.0 0.5
C 3.38111 3.80597 5.30546 0.0 0.0 -0.4
S 2.03472 3.10179 4.53942 0.5 0.2 -0.4
C -0.92589 0.22000 -4.24859 -0.3 0.2 0.1
H -3.71374 -2.30335 -8.19153 -0.1 0.0 -0.2
H -3.88916 -4.25452 -6.45020 -0.1 -0.1 0.0
H -2.88428 -3.60375 -4.17024 0.1 -0.1 0.2
H -1.82822 -2.54570 -2.47034 -0.1 -0.2 0.0
H 1.14088 2.10758 -4.57665 0.0 0.0 0.0
H 3.13854 3.29757 -2.35259 0.0 0.0 0.0
H 3.72839 3.49230 0.40267 0.0 0.1 0.0
H 0.46992 1.98487 2.80284 -0.1 -0.1 0.0
H 4.66742 4.13926 2.26567 0.1 0.0 -0.1
H 5.27942 4.65563 4.71292 0.1 0.1 0.1
H 3.39738 3.90452 6.37350 0.0 0.0 0.2
H -1.18280 0.79090 -5.12852 0.1 0.0 -0.1
C 0.62479 4.29358 -3.08757 0.1 -0.2 0.0
C 0.91366 2.92653 -2.52304 -0.1 0.6 -0.2
C 2.30960 1.28105 -2.83992 -0.2 -0.1 -0.3
C 1.92718 0.04984 -2.01671 0.8 -0.2 0.4
N 0.97174 0.37617 -0.98678 0.6 0.1 -0.3
N 0.08082 2.62147 -1.37137 0.0 0.0 0.3
C 2.95991 -1.00423 -1.78127 -0.4 -0.2 -0.1
H 1.25905 4.48081 -3.94909 0.0 0.1 -0.1
H 0.81185 5.06075 -2.33993 0.0 0.0 0.1
H -0.41572 4.35525 -3.39908 -0.1 0.1 -0.1
H 3.18269 1.08298 -3.45612 -0.1 -0.1 0.0
H -0.87853 2.35570 -1.55743 -0.1 0.0 0.1
H 3.29941 -1.39667 -2.73749 0.1 0.0 -0.1
H 2.54262 -1.81035 -1.18121 0.1 0.0 0.0
H 3.81521 -0.57002 -1.26428 0.0 0.1 0.1

[2]
88
Properties=species:S:1:pos:R:3:forces:R:3 method="wB97M-V/def2-TZVPD" e_above_lowest_kj_mol=63.77 total_charge=+2 e_lumo_ha="-0.283 / -0.283" orbital_gap_ev="6.206 / 6.207"
W 0.19836 0.22772 -0.07672 1.0 -1.0 -0.3
Cl -0.51592 -0.19735 -6.95590 0.0 0.0 0.0
C -0.68449 -0.34235 -5.24973 0.0 0.0 0.0
C -1.72100 -1.11418 -4.73331 0.1 0.0 0.0
C -1.86535 -1.24011 -3.35855 0.1 -0.1 0.0
Cl -3.12673 -2.19356 -2.67002 0.0 0.0 0.0
C -0.96093 -0.59724 -2.53328 0.0 0.0 -0.1
O -1.02331 -0.68892 -1.17097 -0.3 0.2 0.0
C 0.06200 0.18564 -3.04765 0.0 -0.1 0.1
C 0.89270 0.82604 -1.99439 -0.3 0.3 0.0
O 1.71704 0.03666 -1.24549 0.1 0.0 0.0
C 0.21104 0.32215 -4.41729 0.0 0.0 0.0
H -2.41305 -1.61199 -5.39800 0.0 0.0 0.0
H 1.24286 1.84414 -2.16017 0.0 -0.1 0.0
H 0.99652 0.93254 -4.84222 0.0 0.0 0.0
N -5.34999 -0.74094 5.00106 0.0 0.0 0.0
C -4.51887 -0.56501 4.22965 -0.1 0.0 0.0
C -3.48120 -0.35975 3.26229 0.1 0.0 -0.1
C -2.14717 -0.28631 3.66290 -0.1 0.0 0.0
C -1.18626 -0.10128 2.69987 0.1 0.0 -0.1
N -1.47168 0.00872 1.38821 -0.1 0.2 0.3
C -2.76055 -0.06120 1.01008 0.1 0.0 -0.1
C -3.78771 -0.24042 1.91068 0.0 0.0 0.1
H -1.87125 -0.37055 4.70378 0.0 0.0 0.0
H -0.14348 -0.03893 2.97203 0.0 0.0 0.0
H -2.95379 0.02057 -0.04713 0.0 0.0 0.0
H -4.80988 -0.29085 1.56468 0.0 0.0 0.0
Se 0.17437 2.54162 0.70288 -0.3 0.3 0.2
C 1.67816 3.60560 0.17181 0.2 0.6 0.0
C 1.46407 4.96781 0.39293 0.1 -0.2 0.0
C 2.46830 5.86428 0.05363 -0.1 -0.1 0.0
N 3.62269 5.49482 -0.48438 0.2 0.0 -0.1
C 3.81851 4.20160 -0.69642 0.0 0.1 0.0
C 2.88911 3.21542 -0.38577 -0.1 -0.1 0.1
H 0.54343 5.33635 0.82095 -0.1 0.0 0.0
H 2.32531 6.92474 0.22395 0.0 0.0 0.0
H 4.76507 3.92026 -1.14289 0.0 0.0 0.0
H 3.17149 2.19903 -0.61366 -0.2 -0.2 -0.1
O -1.95189 1.86625 -1.31811 -0.3 0.0 -0.1
H -2.06142 2.78825 -1.05433 0.0 0.0 0.0
H -2.59488 1.71207 -2.02304 0.0 0.1 0.0
C 2.48765 0.72813 2.55540 0.2 -0.2 -0.1
O 2.18707 0.31986 1.19912 0.0 0.3 0.2
H 3.54546 0.55191 2.74317 0.0 0.0 0.0
H 1.91087 0.09154 3.21796 0.0 0.0 0.0
H 2.25134 1.77357 2.71186 -0.1 0.2 0.0
H 2.81617 0.74859 0.60648 0.1 -0.1 0.0
O 0.70188 -1.58582 0.60826 -0.4 -0.1 0.0
P 0.92020 -3.02217 0.03687 0.2 0.0 0.0
N 1.67715 -3.09878 -1.39257 0.0 -0.3 0.1
C 3.12871 -2.83410 -1.48807 0.0 0.1 0.0
C 3.32647 -2.54333 -2.96749 0.0 0.0 0.0
C 2.34394 -3.50516 -3.62945 0.0 0.0 0.0
C 1.11451 -3.44535 -2.72193 0.0 0.1 0.0
N 1.87263 -3.71162 1.16664 0.1 0.1 -0.1
C 2.55170 -3.05720 2.29480 0.0 0.0 0.0
C 3.99363 -3.53213 2.15513 0.0 0.0 0.0
C 3.87003 -4.96548 1.61713 0.0 0.0 0.0
C 2.46872 -5.04860 0.97494 0.0 0.0 0.0
N -0.55186 -3.68344 -0.18810 0.1 0.0 0.0
C -1.67803 -3.32624 0.70882 0.0 0.0 0.0
C -2.43628 -4.63832 0.95695 0.0 0.0 0.0
C -1.43551 -5.73195 0.59077 0.0 0.0 0.0
C -0.68130 -5.11140 -0.57340 0.0 0.0 0.0
H 3.70093 -3.71304 -1.17946 0.0 0.0 0.0
H 3.41076 -1.99457 -0.85174 0.0 0.0 0.0
H 4.35725 -2.68390 -3.28513 0.0 0.0 0.0
H 3.03917 -1.51012 -3.17713 0.0 0.0 0.0
H 2.75365 -4.51652 -3.64475 0.0 0.0 0.0
H 2.10131 -3.23044 -4.65423 0.0 0.0 0.0
H 0.58899 -4.39600 -2.69024 0.0 0.0 0.0
H 0.41381 -2.67856 -3.05572 0.0 0.0 0.0
H 2.11663 -3.39991 3.23816 0.0 0.0 0.0
H 2.44187 -1.97993 2.22549 0.0 0.0 0.0
H 4.53165 -3.48922 3.10043 0.0 0.0 0.0
H 4.52157 -2.89840 1.44003 0.0 0.0 0.0
H 3.96000 -5.69588 2.41897 0.0 0.0 0.0
H 4.65080 -5.18809 0.89240 0.0 0.0 0.0
H 1.85454 -5.80392 1.46876 0.0 0.0 0.0
H 2.51231 -5.29295 -0.08746 0.0 0.0 0.0
H -2.30702 -2.58503 0.21480 0.0 0.0 0.0
H -1.30127 -2.90132 1.64330 0.0 0.0 0.0
H -3.31021 -4.69555 0.30713 0.0 0.0 0.0
H -2.78410 -4.71461 1.98531 0.0 0.0 0.0
H -1.91301 -6.67191 0.32164 0.0 0.0 0.0
H -0.75082 -5.92280 1.42066 0.0 0.0 0.0
H -1.26088 -5.18417 -1.49701 0.0 0.0 0.0
H 0.29415 -5.56319 -0.74799 0.0 0.0 0.0

[3]
104
Properties=species:S:1:pos:R:3:forces:R:3 method="wB97M-V/def2-TZVPD" e_above_lowest_kj_mol=0.00 total_charge=+1 e_lumo_ha=-0.069 orbital_gap_ev=8.439
Ga 0.33516 -0.36996 -0.58861 -0.3 -0.3 0.2
C -0.29272 1.89689 4.91893 -0.2 -0.1 0.0
C 0.14574 0.46954 5.25013 0.1 0.2 -0.1
C 0.74020 -0.23316 4.03333 0.3 -0.3 -0.1
S -0.56259 -0.66048 2.87442 0.1 -0.4 -1.0
O 0.12863 -0.98605 1.53825 -0.1 -0.1 0.5
C -1.07260 -2.27870 3.56334 0.2 0.2 0.2
C -0.27472 -3.49844 3.08811 -0.4 0.1 0.3
C 0.98960 -3.82428 3.86961 0.3 0.2 0.0
H -0.70863 2.40109 5.79127 0.1 0.0 0.0
H -1.07090 1.90431 4.14606 0.1 -0.1 0.1
H 0.55343 2.48075 4.55356 0.0 0.0 0.0
H -0.68217 -0.10687 5.66221 -0.2 0.0 0.0
H 0.90001 0.46693 6.03682 0.1 0.1 0.0
H 1.28204 -1.14933 4.27961 0.0 0.2 0.0
H 1.40717 0.41976 3.46110 -0.1 0.0 0.1
H -2.12572 -2.37450 3.30354 0.0 0.0 -0.1
H -1.01105 -2.12626 4.64933 -0.1 -0.1 -0.1
H -0.06651 -3.37972 2.03181 0.1 0.0 -0.2
H -0.97319 -4.33529 3.15572 0.1 -0.1 0.0
H 1.78213 -3.08411 3.71079 -0.1 -0.1 0.0
H 1.40106 -4.77925 3.54383 0.0 0.0 0.0
H 0.80628 -3.90254 4.94460 -0.1 0.0 -0.1
C 3.34686 0.43107 0.83126 0.1 -0.4 0.2
Si 2.83961 -0.56527 -0.68745 -0.3 0.1 0.0
C 3.26045 -2.41872 -0.42965 0.0 0.0 0.3
C 4.75712 -2.75074 -0.62624 -0.3 -0.2 0.2
C 2.87975 -2.79216 1.02342 0.1 0.0 -0.1
C 2.42462 -3.29891 -1.36970 0.2 0.0 -0.1
C 3.59805 0.24987 -2.25245 0.1 0.0 -0.1
C 3.32540 -0.57089 -3.52556 0.0 0.0 0.0
C 2.98459 1.64833 -2.44533 0.0 0.1 0.2
C 5.12673 0.42860 -2.09242 -0.2 0.1 0.1
H 4.40388 0.23738 1.05260 -0.1 0.1 0.0
H 2.75694 0.10731 1.70381 0.2 0.1 -0.3
H 3.21571 1.50141 0.68531 0.0 0.1 0.0
H 5.41665 -2.14482 -0.00067 -0.1 0.1 0.0
H 5.07768 -2.65180 -1.66089 0.0 0.1 -0.1
H 4.91274 -3.80231 -0.33914 0.0 0.2 -0.1
H 3.50169 -2.27875 1.76292 0.0 0.0 -0.1
H 3.03058 -3.86687 1.17160 0.0 0.0 0.0
H 1.83951 -2.56650 1.26645 0.0 0.0 -0.1
H 2.65511 -3.13361 -2.42670 0.0 0.1 0.1
H 1.35382 -3.14980 -1.23001 -0.1 0.1 0.0
H 2.61625 -4.35563 -1.16707 0.1 -0.1 0.1
H 2.25537 -0.73666 -3.68905 0.0 0.0 0.1
H 3.81403 -1.54889 -3.51292 0.0 0.1 0.1
H 3.70066 -0.03597 -4.40505 0.0 0.0 0.1
H 1.90942 1.60784 -2.61752 -0.1 -0.1 0.0
H 3.42348 2.13787 -3.32048 0.1 -0.1 0.0
H 3.14380 2.30903 -1.58000 0.0 -0.2 -0.2
H 5.67545 -0.51385 -2.07091 -0.1 0.0 0.0
H 5.38656 1.00158 -1.19488 -0.1 -0.1 0.0
H 5.50307 1.00796 -2.94193 0.0 -0.1 0.0
C -1.81008 5.71687 -1.33664 -0.1 -0.1 -0.3
C -1.81100 5.73930 0.18079 0.1 0.0 -0.1
C -2.95723 4.91001 0.75328 0.0 0.0 0.0
C -0.45265 5.32570 0.72584 0.3 -0.9 0.4
N -0.19310 3.86841 0.54468 0.1 1.3 -0.4
C -0.68352 2.84550 1.23439 0.1 -0.1 0.1
N -0.26923 1.73767 0.67297 0.4 0.2 -0.4
N 0.47875 2.12953 -0.39223 -0.2 0.2 0.3
N 0.53246 3.41132 -0.48971 -0.4 -0.6 0.6
H -2.79115 5.99538 -1.72126 0.0 0.1 0.0
H -1.58055 4.72392 -1.73856 0.0 0.1 0.1
H -1.07394 6.41109 -1.74176 0.0 0.0 0.0
H -1.92218 6.77540 0.50778 -0.1 0.0 0.0
H -2.98309 3.90282 0.32694 0.1 0.0 0.1
H -3.91307 5.36103 0.50605 -0.1 0.1 0.0
H -2.90245 4.84225 1.84026 0.0 0.0 0.1
H -0.36364 5.51660 1.79925 -0.1 0.0 -0.1
H 0.37851 5.81794 0.23424 0.0 0.2 -0.2
H -1.30258 2.95836 2.11137 0.1 -0.1 -0.1
C -2.96605 -0.21896 0.50303 -0.2 -0.2 -0.2
Si -2.11952 -0.65510 -1.13543 0.3 0.0 0.1
C -2.38706 -2.52917 -1.44317 0.0 -0.1 0.1
C -1.66492 -3.03031 -2.70973 0.3 0.1 0.2
C -3.88423 -2.89440 -1.54638 0.2 0.0 -0.2
C -1.78381 -3.28803 -0.24272 0.0 -0.1 -0.1
C -2.82783 0.50206 -2.50025 -0.2 0.1 -0.1
C -2.58405 -0.02491 -3.92640 0.1 0.2 0.2
C -2.16035 1.88175 -2.38696 -0.1 0.0 0.1
C -4.35784 0.70259 -2.31828 0.3 0.2 0.2
H -4.04900 -0.22142 0.35331 0.0 0.0 0.0
H -2.68676 0.76294 0.88108 0.0 0.0 0.0
H -2.75191 -0.96445 1.27388 0.0 0.1 -0.1
H -2.09260 -2.64138 -3.62661 -0.1 0.1 -0.1
H -1.71153 -4.12082 -2.77503 -0.1 0.0 0.1
H -0.59757 -2.76241 -2.71477 -0.2 0.0 0.1
H -4.34897 -2.46305 -2.43481 0.1 0.0 -0.1
H -4.47314 -2.56939 -0.69317 0.0 0.1 0.2
H -3.98748 -3.98337 -1.61491 0.0 0.1 0.0
H -0.71439 -3.08963 -0.10049 -0.1 0.1 -0.1
H -1.87973 -4.36233 -0.42139 0.0 -0.1 0.0
H -2.28681 -3.07559 0.70363 0.0 0.1 -0.1
H -1.54082 -0.28934 -4.11663 0.0 0.0 0.1
H -2.85430 0.73876 -4.66065 0.0 0.1 0.0
H -3.19692 -0.89176 -4.14092 -0.1 -0.2 0.0
H -1.08404 1.84193 -2.55371 0.1 -0.1 -0.1
H -2.31822 2.33174 -1.40095 0.0 0.0 0.0
H -2.58136 2.56498 -3.13136 0.0 0.0 0.0
H -4.93118 -0.22399 -2.35492 0.1 -0.1 0.0
H -4.71991 1.33247 -3.13707 0.0 0.0 0.0
H -4.60410 1.21505 -1.37502 0.1 -0.1 -0.3